The following is a quantum chemistry calculation of the molecule C27H27N3O2S at a distorted geometry, from the OMol25 dataset.

Computed properties:
energy	-1758.04333	Ha
LUMO level	0.038	eV
SMILES	Cc1cccc2sc(N(CCCN(C)C)C(=O)c3ccc(C(=O)c4ccccc4)cc3)nc12
energy relative to the best compared isomer or geometry (same formula, charge and spin)	0.115	eV
E_HOMO	-8.2	eV
HOMO-LUMO gap	8.2	eV

Bonds (Å) are listed after each position.
Positions of all 60 atoms, in Å:
1 S 3.58 -1.41 0.67  C10 1.784, C19 1.742
2 O -4.04 -1.58 -1.96  C20 1.215
3 O 2.00 2.26 -2.33  C11 1.211
4 N 2.09 2.67 0.93  C8 1.457, C12 1.451, C29 1.450
5 N 2.72 0.54 -1.06  C10 1.363, C11 1.385, C30 1.453
6 N 1.54 -1.48 -0.93  C10 1.278, C31 1.363
7 C -5.27 1.70 1.20  C28 1.386, C33 1.383, H53 1.080
8 C 3.43 3.05 0.51  N4 1.457, C14 1.530, H40 1.092, H54 1.105
9 C -5.51 -0.94 0.40  C17 1.394, C22 1.382, H50 1.080
10 C 2.49 -0.71 -0.57  S1 1.784, N5 1.363, N6 1.278
11 C 1.74 1.26 -1.71  O3 1.211, N5 1.385, C23 1.488
12 C 1.14 3.73 0.62  N4 1.451, H35 1.101, H55 1.089, H59 1.089
13 C 0.74 -4.84 0.29  C15 1.385, C26 1.391, H39 1.080
14 C 4.35 1.85 0.30  C8 1.530, C30 1.530, H49 1.091, H57 1.090
15 C 0.59 -3.68 -0.46  C13 1.385, C25 1.494, C31 1.397
16 C -0.24 0.63 -0.31  C23 1.392, C24 1.379, H56 1.078
17 C -4.52 -0.13 -0.16  C9 1.394, C20 1.485, C33 1.393
18 C -0.39 0.43 -2.70  C23 1.389, C27 1.381, H51 1.079
19 C 2.58 -2.84 0.65  S1 1.742, C31 1.410, C32 1.382
20 C -3.65 -0.70 -1.22  O2 1.215, C17 1.485, C21 1.486
21 C -2.27 -0.15 -1.32  C20 1.486, C24 1.395, C27 1.392
22 C -6.36 -0.43 1.36  C9 1.382, C28 1.386, H47 1.080
23 C 0.35 0.74 -1.57  C11 1.488, C16 1.392, C18 1.389
24 C -1.54 0.20 -0.18  C16 1.379, C21 1.395, H52 1.081
25 C -0.54 -3.49 -1.42  C15 1.494, H34 1.087, H44 1.086, H48 1.090
26 C 1.78 -5.00 1.19  C13 1.391, C32 1.382, H46 1.080
27 C -1.68 -0.04 -2.57  C18 1.381, C21 1.392, H43 1.080
28 C -6.24 0.89 1.77  C7 1.386, C22 1.386, H42 1.080
29 C 2.04 2.33 2.34  N4 1.450, H37 1.089, H41 1.090, H60 1.102
30 C 4.06 1.10 -1.00  N5 1.453, C14 1.530, H38 1.094, H58 1.093
31 C 1.53 -2.67 -0.27  N6 1.363, C15 1.397, C19 1.410
32 C 2.72 -4.00 1.39  C19 1.382, C26 1.382, H45 1.078
33 C -4.41 1.20 0.24  C7 1.383, C17 1.393, H36 1.080
34 H -0.77 -4.42 -1.93  C25 1.087
35 H 1.38 4.67 1.13  C12 1.101
36 H -3.67 1.84 -0.21  C33 1.080
37 H 2.69 1.48 2.53  C29 1.089
38 H 4.79 0.29 -1.13  C30 1.094
39 H 0.03 -5.64 0.16  C13 1.080
40 H 3.34 3.59 -0.44  C8 1.092
41 H 1.02 2.06 2.61  C29 1.090
42 H -6.90 1.28 2.52  C28 1.080
43 H -2.25 -0.32 -3.45  C27 1.080
44 H -0.28 -2.73 -2.15  C25 1.086
45 H 3.53 -4.12 2.09  C32 1.078
46 H 1.87 -5.92 1.75  C26 1.080
47 H -7.12 -1.06 1.80  C22 1.080
48 H -1.44 -3.16 -0.90  C25 1.090
49 H 5.38 2.21 0.25  C14 1.091
50 H -5.60 -1.96 0.06  C9 1.080
51 H 0.07 0.53 -3.68  C18 1.079
52 H -1.98 0.09 0.79  C24 1.081
53 H -5.19 2.73 1.51  C7 1.080
54 H 3.89 3.74 1.25  C8 1.105
55 H 1.12 3.90 -0.45  C12 1.089
56 H 0.34 0.89 0.56  C16 1.078
57 H 4.28 1.17 1.14  C14 1.090
58 H 4.14 1.79 -1.85  C30 1.093
59 H 0.14 3.41 0.94  C12 1.089
60 H 2.36 3.17 2.98  C29 1.102